w | # C4H9P

A 2-piece molecular cluster, C4H9P overall (ωB97M-V with the def2-TZVPD basis set, OMol25).

Each line ends with the Löwdin charge.
Geometry (Å):
C (0.47750, -0.47264, -0.54279)  -0.70
C (0.13407, 0.51186, 0.39666)  -0.39
C (1.47831, -1.55133, -0.37275)  -0.13
C (-2.59609, 1.22447, 0.69119)  0.06
P (0.82215, 1.26901, -1.08579)  0.86
H (-0.56326, -0.73044, -0.99722)  0.13
H (0.56776, 0.51243, 1.34257)  0.04
H (1.34338, -2.37686, -1.05627)  0.06
H (1.47190, -1.88831, 0.75634)  0.12
H (2.48056, -1.16925, -0.54347)  0.05
H (-3.14528, 1.65884, -0.16439)  0.00
H (-2.33532, 1.70424, 1.65166)  0.00
H (-2.39400, 0.16028, 0.57845)  -0.04
H (2.25831, 1.14769, -0.65418)  -0.06

***

x | # C4H9P

A 2-piece molecular cluster, C4H9P overall (ωB97M-V with the def2-TZVPD basis set, OMol25).

As for the SMILES: C#P.CCC.

Each line ends with the Löwdin charge.
Geometry (Å):
C (2.10598, -1.41187, 0.15775)  -0.55
P (1.32869, -2.63718, -0.30857)  0.74
H (2.69745, -0.53887, 0.51466)  -0.03
C (-0.53952, 0.62818, 1.14451)  -0.17
C (-0.15559, 0.85597, -0.24320)  -0.40
C (-0.86485, -0.10487, -1.13209)  -0.15
H (-1.60904, 0.53728, 1.23220)  0.07
H (-0.13641, 1.33697, 1.84690)  0.07
H (-0.19289, -0.41811, 1.43467)  0.07
H (1.03818, 0.94175, -0.28986)  0.12
H (-0.55484, 1.84036, -0.46203)  0.09
H (-0.72530, -1.06253, -0.65414)  -0.01
H (-1.88973, 0.24685, -1.11046)  0.08
H (-0.50214, -0.21393, -2.13035)  0.07

***

Of them, the most stable is x and the least stable is w.